# 1
Here is a structure of composition C38H42BIrN7O5S from the OMol25 dataset. Energies are from the ωB97M-V functional and the def2-TZVPD basis.

Calculated values
LUMO energy (alpha / beta) (eV): 2.06 / 1.73
<S²>: 6.045

ORCA input file:
```
! wB97M-V def2-TZVPD RIJCOSX def2/J DEFGRID3
* xyz -1 5
Ir 1.102 1.077 0.349
S 6.616 1.156 5.605
N 5.005 1.009 5.746
C 4.501 1.090 4.530
C 3.085 1.030 4.199
C 2.097 0.981 5.144
C 0.753 1.001 4.726
C 0.479 1.020 3.379
N 1.418 1.002 2.424
C 2.752 1.074 2.810
C 3.731 1.257 1.821
N 3.311 1.311 0.518
C 4.182 1.592 -0.439
C 5.537 1.781 -0.204
C 6.005 1.662 1.104
C 5.117 1.402 2.124
C 5.496 1.279 3.516
N 6.725 1.333 3.994
H 2.367 0.953 6.192
H -0.064 0.998 5.432
H -0.542 1.040 3.033
H 3.777 1.672 -1.437
H 6.198 2.005 -1.028
H 7.055 1.777 1.341
C 0.239 0.208 -5.040
N 0.182 0.991 -3.822
C 1.025 2.173 -3.822
C 1.447 2.328 -2.370
O 2.064 3.293 -1.937
N 1.079 1.194 -1.716
C 0.513 0.308 -2.635
N -0.092 -0.906 -2.368
H -0.069 0.832 -5.881
H -0.434 -0.643 -4.974
H 1.256 -0.170 -5.233
H 0.510 3.070 -4.170
H 1.928 2.037 -4.443
H 0.258 -1.297 -1.501
H -1.113 -0.830 -2.316
O 0.891 2.811 0.496
C -7.539 0.087 -1.250
C -6.689 1.328 -1.556
C -6.426 1.363 -3.063
C -7.478 2.590 -1.180
C -5.392 1.272 -0.745
C -5.461 1.233 0.651
C -4.330 1.175 1.462
C -3.112 1.159 0.824
O -1.853 1.088 1.353
B -0.964 1.047 0.263
O -1.711 1.154 -0.923
C -3.023 1.198 -0.553
C -4.137 1.255 -1.363
H -8.468 0.114 -1.826
H -7.799 0.031 -0.192
H -6.998 -0.824 -1.511
H -7.379 1.402 -3.596
H -5.891 0.473 -3.399
H -5.846 2.242 -3.350
H -8.406 2.641 -1.755
H -6.892 3.487 -1.391
H -7.735 2.600 -0.120
H -6.432 1.245 1.131
H -4.404 1.141 2.541
H -4.014 1.283 -2.435
C -1.877 -2.082 0.275
C -0.979 -2.746 1.315
C -0.760 -1.861 2.535
C 0.322 -3.242 0.715
C 0.439 -4.625 0.605
C 1.555 -5.238 0.073
C 2.588 -4.425 -0.353
C 2.534 -3.039 -0.270
C 3.778 -2.300 -0.715
C 4.514 -1.748 0.505
C 3.524 -1.265 -1.807
C 1.380 -2.396 0.266
O 1.275 -1.066 0.300
H -2.847 -1.817 0.705
H -2.044 -2.750 -0.574
H -1.418 -1.177 -0.115
H -1.509 -3.642 1.655
H -0.201 -0.983 2.240
H -0.179 -2.385 3.297
H -1.710 -1.546 2.973
H -0.388 -5.233 0.957
H 1.621 -6.316 -0.003
H 3.485 -4.872 -0.768
H 4.432 -3.059 -1.160
H 3.864 -1.088 1.071
H 5.413 -1.196 0.218
H 4.806 -2.568 1.165
H 2.908 -0.448 -1.450
H 2.997 -1.721 -2.648
H 4.470 -0.855 -2.170
*
```


# 2
Here is a structure of composition C38H42Br2N5O3PtS in a non-equilibrium geometry from the OMol25 dataset. Energies are from the ωB97M-V functional and the def2-TZVPD basis.

Calculated values
LUMO energy (eV): -8.84

ORCA input file:
```
! wB97M-V def2-TZVPD RIJCOSX def2/J DEFGRID3
* xyz 3 1
Pt -0.160 0.467 -0.063
O 1.148 -1.819 1.136
C 1.153 -3.070 1.535
C -1.267 -3.496 -0.644
O -1.350 -4.632 -0.442
O -1.178 -2.352 -0.843
C 2.076 -3.984 0.907
C 2.434 -3.771 -0.439
C 3.242 -4.678 -1.090
C 3.739 -5.784 -0.402
C 3.443 -5.970 0.944
C 2.629 -5.070 1.603
C 0.211 -3.393 2.562
C -0.160 -4.727 2.823
C -1.049 -5.010 3.840
C -1.600 -3.975 4.585
C -1.264 -2.645 4.319
C -0.376 -2.352 3.311
H 1.962 -1.613 0.647
H 2.015 -2.937 -0.993
H 3.466 -4.549 -2.140
H 4.369 -6.497 -0.918
H 3.857 -6.812 1.481
H 2.476 -5.159 2.670
H 0.219 -5.529 2.205
H -1.314 -6.037 4.055
H -2.293 -4.204 5.385
H -1.684 -1.851 4.919
H -0.091 -1.327 3.112
Br 2.973 2.753 5.665
C 2.053 2.193 4.152
C 0.673 2.047 4.176
C 0.044 1.615 3.021
N 0.707 1.348 1.893
C 2.030 1.506 1.868
C 2.745 1.916 2.978
C 2.673 1.212 0.549
C 3.964 1.612 0.263
C 4.526 1.283 -0.966
Br 6.252 1.826 -1.373
C 3.785 0.548 -1.878
C 2.497 0.196 -1.532
N 1.937 0.520 -0.356
H 0.102 2.252 5.071
H -1.031 1.475 3.001
H 3.821 2.009 2.956
H 4.537 2.183 0.977
H 4.199 0.260 -2.833
H 1.876 -0.367 -2.216
C -1.689 5.109 -2.553
N -1.231 4.444 -1.295
C -2.365 3.742 -0.636
C -0.020 3.537 -1.487
C -0.215 2.375 -2.430
C -0.122 2.640 -3.802
C -0.219 1.641 -4.751
C -0.399 0.333 -4.330
C -0.472 0.048 -2.971
C -0.378 1.047 -1.986
H -2.498 5.793 -2.310
H -2.042 4.352 -3.245
H -0.864 5.666 -2.992
H -0.924 5.188 -0.669
H -2.722 2.962 -1.302
H -3.161 4.457 -0.441
H -2.023 3.296 0.291
H 0.242 3.166 -0.497
H 0.773 4.189 -1.852
H 0.053 3.657 -4.137
H -0.133 1.877 -5.804
H -0.453 -0.471 -5.056
H -0.590 -0.986 -2.672
C -4.776 -3.643 0.986
C -4.878 -2.564 -0.080
N -4.123 -1.376 0.365
C -3.353 -0.542 -0.320
S -2.328 0.523 0.651
N -3.354 -0.431 -1.632
C -4.346 -0.877 -2.629
C -3.761 -1.866 -3.623
H -5.243 -4.559 0.626
H -5.292 -3.343 1.899
H -3.734 -3.863 1.225
H -5.923 -2.299 -0.242
H -4.452 -2.916 -1.017
H -4.113 -1.231 1.365
H -2.585 0.114 -2.003
H -4.680 0.020 -3.151
H -5.209 -1.291 -2.124
H -2.910 -1.433 -4.150
H -4.517 -2.129 -4.363
H -3.439 -2.786 -3.131
*
```


# 3
Here is a structure of composition C38H42CsN8O2SSe2 in a non-equilibrium geometry from the OMol25 dataset. Energies are from the ωB97M-V functional and the def2-TZVPD basis.

Calculated values
LUMO energy (alpha / beta) (eV): -1.09 / -1.09
<S²>: 0.765

ORCA input file:
```
! wB97M-V def2-TZVPD RIJCOSX def2/J DEFGRID3
* xyz 0 2
Cs -0.522 -1.132 -0.354
Se -2.293 -3.973 -2.391
Se -3.745 -3.139 -0.638
C -4.261 -1.503 -1.390
C -5.600 -1.358 -1.762
C -6.027 -0.136 -2.312
C -5.081 0.822 -2.601
C -3.733 0.577 -2.230
N -3.364 -0.539 -1.600
C -0.920 -4.868 -1.378
C -0.810 -6.286 -1.324
C 0.110 -6.847 -0.489
C 0.962 -6.034 0.218
C 0.868 -4.653 0.117
N -0.016 -4.086 -0.747
H -6.282 -2.156 -1.566
H -7.130 0.098 -2.569
H -5.370 1.774 -3.028
H -2.959 1.305 -2.392
H -1.574 -6.838 -1.898
H 0.095 -7.946 -0.272
H 1.752 -6.443 0.832
H 1.581 -3.994 0.617
C 0.889 4.109 -1.409
C 2.178 4.007 -0.586
N 3.355 3.692 -1.359
C 3.681 4.570 -2.449
C 4.254 5.920 -1.998
C 4.428 3.028 -0.724
O 5.614 3.438 -0.590
C 4.147 1.597 -0.254
C 5.193 0.939 0.458
C 4.911 -0.285 1.005
C 3.657 -0.914 0.739
N 2.736 -0.391 -0.081
C 3.011 0.816 -0.626
H 0.034 4.204 -0.730
H 0.712 3.207 -1.975
H 0.913 5.011 -2.074
H 2.085 3.238 0.164
H 2.315 4.982 -0.084
H 2.821 4.699 -3.062
H 4.408 4.055 -3.037
H 3.799 6.394 -1.114
H 4.186 6.690 -2.814
H 5.291 5.845 -1.717
H 6.063 1.522 0.726
H 5.629 -0.911 1.520
H 3.449 -1.893 1.053
H 2.389 1.268 -1.381
N -0.980 1.220 2.491
C -2.199 0.715 2.640
S -2.404 -0.966 2.527
N -3.212 1.662 2.845
C -4.243 1.268 3.694
C -5.065 0.158 3.318
C -5.977 -0.323 4.225
C -6.160 0.266 5.488
C -5.446 1.426 5.797
C -4.572 1.967 4.851
H -0.121 0.592 2.547
H -0.870 2.228 2.547
H -2.888 2.645 2.948
H -4.880 -0.320 2.342
H -6.614 -1.181 3.912
H -6.713 -0.221 6.283
H -5.534 1.908 6.745
H -4.023 2.866 5.071
O 1.005 -0.481 2.527
N 1.420 -0.562 3.808
C 1.745 0.649 4.443
C 1.989 0.660 5.817
C 2.278 -0.530 6.416
C 2.161 -1.768 5.731
C 1.610 -1.745 4.463
H 1.731 1.545 3.874
H 1.977 1.567 6.397
H 2.570 -0.594 7.490
H 2.602 -2.668 6.182
H 1.470 -2.670 3.902
C 0.784 -2.071 -7.639
C 0.797 -1.573 -6.199
C 0.497 -0.271 -5.809
C 0.633 0.109 -4.450
N 0.839 -0.823 -3.474
C 1.140 -2.074 -3.887
C 1.113 -2.536 -5.181
H 0.354 -3.131 -7.543
H 1.783 -2.141 -8.050
H 0.131 -1.476 -8.291
H 0.204 0.423 -6.568
H 0.540 1.136 -4.152
H 1.446 -2.742 -3.102
H 1.250 -3.626 -5.420
*
```


# 4
Here is a structure of composition C38H42F24O20Zr in a non-equilibrium geometry from the OMol25 dataset. Energies are from the ωB97M-V functional and the def2-TZVPD basis.

Calculated values
LUMO energy (eV): -9.82

ORCA input file:
```
! wB97M-V def2-TZVPD RIJCOSX def2/J DEFGRID3
* xyz 2 1
Zr 23.748 -30.362 10.802
C 27.002 -29.618 13.470
C 25.934 -29.597 12.554
C 25.163 -28.277 12.200
O 24.171 -28.438 11.413
C 25.625 -27.075 12.728
C 26.750 -27.065 13.558
C 27.393 -28.355 13.983
O 28.246 -28.461 14.875
O 27.189 -25.946 13.813
O 25.402 -30.650 12.020
H 27.476 -30.540 13.769
H 25.189 -26.189 12.287
C 27.616 -23.203 11.744
C 28.228 -24.507 11.192
O 28.906 -24.326 9.970
C 28.209 -24.512 8.849
O 27.030 -24.741 8.772
C 29.043 -24.364 7.569
F 30.348 -24.479 7.833
F 28.624 -25.167 6.627
F 28.885 -23.094 7.138
H 27.057 -22.663 10.979
H 28.415 -22.597 12.164
H 26.883 -23.410 12.524
H 27.545 -25.359 11.118
H 28.895 -24.895 11.965
C 23.364 -24.784 9.555
C 22.395 -25.189 10.680
O 21.077 -25.645 10.285
C 20.816 -26.957 10.402
O 21.545 -27.737 10.951
C 19.574 -27.350 9.550
F 18.934 -26.233 9.185
F 19.915 -28.110 8.531
F 18.753 -28.032 10.343
H 23.522 -25.657 8.917
H 24.334 -24.403 9.875
H 23.004 -23.992 8.897
H 22.173 -24.346 11.332
H 22.847 -25.970 11.291
C 19.538 -32.255 14.331
C 20.232 -31.234 13.396
O 21.107 -30.514 14.289
C 22.204 -29.930 13.965
O 22.738 -30.000 12.857
C 22.942 -29.198 15.167
F 23.027 -27.909 14.840
F 22.263 -29.313 16.288
F 24.186 -29.628 15.267
H 19.137 -31.677 15.162
H 20.167 -33.099 14.598
H 18.639 -32.611 13.824
H 19.563 -30.455 13.035
H 20.848 -31.745 12.654
C 30.933 -26.354 13.471
C 31.397 -27.460 14.424
O 32.779 -27.721 14.221
C 33.364 -28.630 14.988
O 32.891 -29.288 15.863
C 34.815 -28.934 14.480
F 34.768 -30.136 13.902
F 35.285 -28.074 13.567
F 35.611 -28.944 15.531
H 29.957 -25.997 13.805
H 30.864 -26.704 12.442
H 31.572 -25.478 13.579
H 30.833 -28.382 14.271
H 31.211 -27.120 15.443
C 31.691 -31.318 12.934
C 30.511 -31.591 11.990
O 29.537 -32.402 12.699
C 28.382 -32.732 12.156
O 28.047 -32.345 11.060
C 27.512 -33.689 12.993
F 27.811 -34.914 12.603
F 27.790 -33.554 14.286
F 26.227 -33.366 12.790
H 32.337 -30.566 12.477
H 32.306 -32.123 13.323
H 31.172 -30.816 13.755
H 30.793 -32.107 11.074
H 30.045 -30.625 11.803
C 29.011 -28.074 10.286
C 28.515 -29.407 9.750
O 27.809 -29.281 8.535
C 26.526 -29.253 8.449
O 25.782 -29.317 9.430
C 25.947 -29.198 7.031
F 26.868 -29.204 6.087
F 25.209 -30.313 6.846
F 25.167 -28.145 6.866
H 29.233 -27.345 9.503
H 29.967 -28.159 10.802
H 28.297 -27.574 10.945
H 27.941 -29.972 10.486
H 29.318 -30.061 9.406
C 25.818 -26.798 17.498
C 26.534 -28.120 17.850
O 25.618 -29.179 18.040
C 25.097 -29.462 19.239
O 25.397 -28.960 20.274
C 24.136 -30.667 19.152
F 24.128 -31.329 17.997
F 24.448 -31.473 20.154
F 22.890 -30.190 19.343
H 25.254 -26.435 18.354
H 25.188 -26.983 16.624
H 26.528 -26.047 17.152
H 27.182 -27.947 18.710
H 27.217 -28.323 17.027
C 28.050 -31.536 17.363
C 27.999 -33.035 16.979
O 28.415 -33.957 17.959
C 27.552 -34.242 18.934
O 26.433 -33.810 18.997
C 28.171 -35.082 20.026
F 27.199 -35.643 20.750
F 28.955 -36.042 19.550
F 28.929 -34.253 20.757
H 29.079 -31.171 17.344
H 27.663 -31.325 18.358
H 27.540 -30.975 16.578
H 28.734 -33.174 16.191
H 27.028 -33.281 16.552
*
```


# 5
Here is a structure of composition C38H42FIrN2O5P2S in a non-equilibrium geometry from the OMol25 dataset. Energies are from the ωB97M-V functional and the def2-TZVPD basis.

Calculated values
LUMO energy (alpha / beta) (eV): -4.96 / -7.93
<S²>: 6.021

ORCA input file:
```
! wB97M-V def2-TZVPD RIJCOSX def2/J DEFGRID3
* xyz 2 5
Ir 0.494 -0.506 -0.793
C 2.953 1.592 -0.280
C 2.703 1.453 1.227
P 1.303 0.293 1.535
C 1.472 -0.463 3.170
C 2.706 -0.879 3.669
C 2.780 -1.449 4.930
C 1.630 -1.635 5.686
C 0.397 -1.234 5.188
C 0.316 -0.653 3.935
C -0.117 1.429 1.864
C -1.358 1.129 1.300
C -2.479 1.896 1.574
C -2.363 2.979 2.434
C -1.138 3.281 3.012
C -0.018 2.510 2.738
P 1.334 1.862 -1.106
C 1.401 1.352 -2.837
C 0.386 1.843 -3.676
C 0.290 1.395 -4.976
C 1.181 0.435 -5.454
C 2.196 -0.042 -4.638
C 2.311 0.408 -3.332
C 1.126 3.669 -1.133
C 0.320 4.331 -0.213
C 0.292 5.718 -0.205
C 1.053 6.436 -1.116
C 1.842 5.770 -2.046
C 1.881 4.386 -2.064
H 3.377 0.661 -0.659
H 3.636 2.413 -0.494
H 2.436 2.417 1.661
H 3.592 1.077 1.730
H 3.603 -0.754 3.079
H 3.739 -1.740 5.337
H 1.696 -2.102 6.659
H -0.497 -1.375 5.780
H -0.643 -0.317 3.562
H -1.450 0.254 0.653
H -3.439 1.636 1.147
H -3.233 3.578 2.668
H -1.059 4.122 3.689
H 0.925 2.745 3.216
H -0.302 2.591 -3.302
H -0.477 1.793 -5.627
H 1.080 0.060 -6.464
H 2.903 -0.768 -5.016
H 3.112 0.033 -2.714
H -0.282 3.767 0.488
H -0.330 6.237 0.511
H 1.028 7.517 -1.105
H 2.430 6.328 -2.762
H 2.499 3.867 -2.786
F 2.106 -5.836 4.160
C 1.575 -5.093 3.203
C 2.231 -4.883 2.057
N 1.715 -4.086 1.050
C 2.486 -3.797 -0.155
C 2.609 -2.270 -0.266
O 2.994 -1.661 0.743
O 2.224 -1.741 -1.357
C 0.530 -3.428 1.214
O 0.053 -2.664 0.350
N -0.141 -3.704 2.359
C 0.254 -4.524 3.440
O -0.464 -4.677 4.389
H 3.194 -5.339 1.879
H 1.970 -4.166 -1.039
H 3.470 -4.253 -0.086
H -1.036 -3.248 2.477
C -3.289 2.042 -2.349
C -4.301 0.943 -2.672
C -3.654 -0.378 -3.074
S -2.637 -1.054 -1.722
O -1.223 -0.572 -2.096
C -2.653 -2.815 -2.167
C -3.791 -3.536 -1.446
C -3.564 -3.618 0.064
H -3.802 2.937 -2.000
H -2.715 2.306 -3.239
H -2.585 1.727 -1.575
H -4.932 1.266 -3.502
H -4.957 0.777 -1.815
H -2.962 -0.261 -3.910
H -4.406 -1.135 -3.302
H -1.682 -3.193 -1.840
H -2.726 -2.886 -3.252
H -3.863 -4.545 -1.853
H -4.747 -3.047 -1.653
H -2.665 -4.199 0.281
H -4.401 -4.109 0.558
H -3.449 -2.627 0.506
*
```